# C11H15B

A cluster of 2 separate species, C11H15B in total at a distorted geometry (the ωB97M-V functional and the def2-TZVPD basis, the Open Molecules 2025 dataset).

Output
Orbital gap: 0.3253 Ha
2S+1: 1
Strongest force on any atom: 1.28 eV/Å
Calculated total energy: -12324.430 eV
Energy relative to the best compared isomer or geometry (same formula, charge and spin): 35.5 kcal per mole
Structure (SMILES): C1=C[C@H](c2ccccc2)CC1.B

Last columns: bonded neighbours and bond lengths (Å).
Geometry (Å):
1 C 1.381 7.249 2.227  C2 1.351, C11 1.517, H12 1.088
2 C 0.375 6.466 2.676  C1 1.351, C3 1.514, H13 1.092
3 C 0.926 5.197 3.291  C2 1.514, C4 1.516, C10 1.550, H14 1.067
4 C 0.128 4.563 4.414  C3 1.516, C5 1.398, C9 1.402
5 C -1.246 4.351 4.269  C4 1.398, C6 1.400, H15 1.092
6 C -1.982 3.789 5.318  C5 1.400, C7 1.406, H16 1.088
7 C -1.349 3.467 6.531  C6 1.406, C8 1.397, H17 1.089
8 C 0.034 3.623 6.650  C7 1.397, C9 1.399, H18 1.091
9 C 0.773 4.169 5.595  C4 1.402, C8 1.399, H19 1.090
10 C 2.370 5.623 3.660  C3 1.550, C11 1.544, H20 1.093, H21 1.099
11 C 2.743 6.727 2.647  C1 1.517, C10 1.544, H22 1.095, H23 1.098
12 H 1.303 8.138 1.605  C1 1.088
13 H -0.702 6.626 2.590  C2 1.092
14 H 0.993 4.477 2.506  C3 1.067
15 H -1.745 4.627 3.338  C5 1.092
16 H -3.049 3.610 5.200  C6 1.088
17 H -1.926 3.085 7.372  C7 1.089
18 H 0.557 3.333 7.562  C8 1.091
19 H 1.850 4.297 5.701  C9 1.090
20 H 3.067 4.781 3.685  C10 1.093
21 H 2.356 6.095 4.653  C10 1.099
22 H 3.385 7.488 3.100  C11 1.095
23 H 3.299 6.273 1.815  C11 1.098
24 B 3.246 0.220 1.141  H25 1.218, H26 1.219, H27 1.219
25 H 2.441 -0.322 1.877  B24 1.218
26 H 3.050 0.218 -0.063  B24 1.219
27 H 4.219 0.790 1.605  B24 1.219